{
  "formula": "C29H17BrF3ILaN3O3S",
  "method": "the ωB97M-V functional and the def2-TZVPD basis",
  "elements": ["La", "Br", "C", "C", "C", "C", "O", "C", "C", "N", "C", "C", "C", "C", "C", "C", "C", "C", "N", "C", "C", "H", "H", "H", "H", "H", "H", "H", "H", "H", "H", "F", "C", "F", "F", "C", "C", "C", "C", "N", "C", "S", "H", "H", "H", "I", "C", "C", "C", "C", "C", "C", "C", "O", "O", "H", "H", "H", "H"],
  "positions_angstrom": [[-0.664, 0.956, -0.308], [6.954, -1.211, -1.519], [5.182, -0.566, -1.467], [4.694, 0.207, -2.523], [3.406, 0.696, -2.502], [2.555, 0.423, -1.417], [1.343, 0.902, -1.378], [3.049, -0.376, -0.360], [2.267, -0.803, 0.792], [1.011, -0.635, 1.010], [0.434, -1.297, 2.139], [0.872, -2.513, 2.588], [0.230, -3.162, 3.669], [-0.858, -2.601, 4.265], [-1.362, -1.362, 3.794], [-2.520, -0.755, 4.340], [-2.985, 0.415, 3.826], [-2.281, 0.994, 2.746], [-1.197, 0.473, 2.233], [-0.721, -0.709, 2.731], [4.369, -0.852, -0.397], [5.339, 0.429, -3.364], [3.024, 1.306, -3.309], [2.855, -1.357, 1.528], [1.683, -3.020, 2.083], [0.604, -4.123, 3.999], [-1.365, -3.096, 5.085], [-3.032, -1.241, 5.162], [-3.867, 0.901, 4.216], [-2.615, 1.922, 2.292], [4.744, -1.456, 0.420], [-2.353, 6.555, 0.086], [-1.413, 6.526, -0.868], [-1.610, 7.617, -1.631], [-0.225, 6.686, -0.275], [-1.479, 5.264, -1.690], [-1.727, 5.355, -3.044], [-1.804, 4.215, -3.838], [-1.621, 3.002, -3.208], [-1.385, 2.914, -1.901], [-1.307, 3.992, -1.108], [-0.998, 3.704, 0.612], [-1.864, 6.332, -3.490], [-1.998, 4.268, -4.899], [-1.663, 2.063, -3.747], [1.300, -6.664, -0.253], [0.204, -4.943, -0.597], [-0.924, -4.681, 0.175], [-1.619, -3.503, -0.031], [-1.218, -2.600, -1.013], [-0.109, -2.886, -1.795], [0.611, -4.053, -1.582], [-1.884, -1.264, -1.062], [-2.480, -0.856, -0.033], [-1.584, -0.453, -1.997], [-1.239, -5.376, 0.941], [-2.468, -3.254, 0.592], [0.215, -2.178, -2.547], [1.494, -4.270, -2.169]],
  "forces_ev_per_a": [[0.1, 1.1, 0.5], [0.2, -0.1, 0.0], [-0.2, 0.0, 0.1], [-0.1, 0.1, -0.1], [0.3, -0.1, 0.0], [-0.7, 0.1, 0.2], [0.6, -0.1, -0.2], [-0.1, -0.3, 0.5], [0.3, 0.1, -0.4], [-0.3, -0.1, 0.3], [0.2, 0.2, -0.5], [-0.2, -0.2, 0.2], [0.1, 0.1, -0.2], [-0.1, 0.1, 0.0], [-0.1, -0.2, 0.2], [0.0, -0.1, 0.1], [0.1, 0.1, -0.2], [-0.1, 0.1, 0.2], [0.2, -0.2, 0.0], [0.0, 0.2, -0.1], [0.2, 0.1, -0.2], [0.0, 0.0, 0.0], [0.0, 0.0, 0.0], [0.0, 0.0, 0.0], [0.0, 0.0, 0.0], [0.0, 0.0, 0.0], [0.0, 0.0, 0.0], [0.0, 0.0, 0.0], [0.0, 0.0, 0.0], [-0.1, 0.0, 0.1], [0.0, 0.0, 0.0], [-0.1, 0.0, 0.1], [0.0, -0.2, 0.0], [0.0, 0.1, -0.1], [0.1, 0.0, 0.1], [0.0, 0.1, 0.0], [0.0, 0.1, -0.2], [0.0, -0.1, 0.2], [0.0, 0.2, -0.1], [0.0, -0.4, 0.1], [0.0, 0.2, 0.5], [-0.1, 0.1, -0.7], [0.0, 0.0, 0.0], [0.0, 0.0, 0.0], [0.0, 0.0, 0.0], [0.2, -0.3, 0.1], [-0.3, 0.3, -0.1], [0.1, 0.0, -0.1], [0.0, 0.0, 0.0], [-0.3, -0.4, 0.2], [0.1, 0.0, -0.1], [0.0, -0.1, 0.0], [0.2, 0.1, -0.3], [0.0, -0.1, 0.1], [-0.2, -0.7, -0.4], [0.0, 0.0, 0.0], [0.0, 0.0, 0.0], [0.0, 0.0, 0.0], [0.0, 0.0, 0.0]],
  "lowdin_charge": [1.9962, 0.7289, -0.7078, -0.1122, 0.0010, -0.3566, -0.3054, -0.1273, -0.0635, 0.0141, -0.1957, -0.0137, -0.0572, -0.0271, -0.1437, 0.0042, -0.0241, -0.1281, -0.0170, -0.1645, -0.0893, 0.1034, 0.1197, 0.1249, 0.1148, 0.1105, 0.1155, 0.1222, 0.1111, 0.0812, 0.1076, 0.1307, -0.6183, 0.1234, 0.1349, -0.1215, 0.0040, -0.0456, -0.1212, -0.1115, -0.6982, 0.5049, 0.1231, 0.1044, 0.1169, 0.8827, -0.7571, -0.1487, -0.0157, -0.1482, -0.0088, -0.1396, -0.6901, -0.0918, -0.1687, 0.0945, 0.1242, 0.1245, 0.0948],
  "relative_energy_kj_mol": 5.8,
  "e_lumo_ev": -0.822,
  "homo_ev": -8.06,
  "energy_ev": -138959.01842,
  "homo_lumo_gap_ev": 7.2
}


{
  "formula": "C29H18BrClIMnN5O4Se",
  "method": "the ωB97M-V functional and the def2-TZVPD basis",
  "elements": ["Mn", "Se", "N", "C", "C", "C", "C", "C", "N", "C", "C", "N", "C", "C", "C", "C", "C", "N", "H", "H", "H", "H", "H", "H", "Cl", "C", "C", "C", "I", "C", "O", "C", "N", "C", "C", "C", "C", "H", "H", "H", "H", "C", "O", "H", "H", "H", "H", "Br", "C", "C", "C", "C", "C", "C", "C", "O", "O", "H", "H", "H", "H"],
  "positions_angstrom": [[-0.275, -0.019, -0.060], [0.769, -7.214, -2.884], [1.000, -6.455, -1.285], [0.677, -5.194, -1.397], [0.737, -4.242, -0.295], [1.155, -4.584, 0.988], [1.181, -3.601, 1.956], [0.772, -2.308, 1.634], [0.347, -1.973, 0.421], [0.356, -2.919, -0.538], [-0.053, -2.479, -1.868], [-0.355, -1.176, -1.984], [-0.819, -0.747, -3.148], [-0.946, -1.569, -4.264], [-0.589, -2.901, -4.162], [-0.142, -3.379, -2.935], [0.236, -4.768, -2.704], [0.209, -5.691, -3.628], [1.456, -5.601, 1.195], [1.518, -3.814, 2.959], [0.798, -1.512, 2.362], [-1.126, 0.290, -3.184], [-1.324, -1.160, -5.190], [-0.664, -3.579, -5.001], [5.405, 4.370, -0.448], [4.175, 3.211, -0.027], [4.185, 2.643, 1.214], [3.198, 1.716, 1.574], [3.203, 0.892, 3.486], [2.185, 1.331, 0.710], [1.262, 0.494, 1.042], [2.195, 1.924, -0.604], [1.201, 1.531, -1.442], [1.132, 2.098, -2.621], [2.046, 3.066, -3.076], [3.070, 3.444, -2.257], [3.172, 2.875, -0.971], [4.953, 2.915, 1.923], [0.319, 1.796, -3.268], [1.929, 3.491, -4.063], [3.799, 4.177, -2.573], [-2.355, 0.428, 2.533], [-1.071, 0.033, 2.050], [-2.329, 1.443, 2.927], [-2.676, -0.261, 3.318], [-3.061, 0.381, 1.708], [-0.379, 0.589, 2.434], [-6.965, 4.516, -3.025], [-5.546, 3.503, -2.282], [-4.402, 4.157, -1.852], [-3.367, 3.413, -1.313], [-3.478, 2.032, -1.209], [-4.633, 1.393, -1.645], [-5.677, 2.126, -2.184], [-2.342, 1.234, -0.652], [-2.418, -0.025, -0.648], [-1.316, 1.823, -0.214], [-4.325, 5.232, -1.939], [-2.462, 3.891, -0.965], [-4.699, 0.317, -1.559], [-6.581, 1.640, -2.523]],
  "forces_ev_per_a": [[-0.9, -0.1, 0.4], [-0.1, 0.3, 0.1], [0.0, 0.1, 0.1], [0.0, -0.3, -0.1], [-0.1, 0.3, 0.1], [0.0, 0.1, 0.1], [0.0, 0.0, -0.1], [0.0, -0.1, 0.0], [0.1, -0.1, -0.3], [0.1, 0.0, 0.2], [-0.1, 0.2, -0.2], [0.1, -0.2, -0.1], [0.0, -0.1, 0.0], [0.0, -0.1, 0.0], [0.0, 0.2, 0.0], [0.0, 0.2, 0.1], [0.0, -0.3, -0.1], [0.0, 0.1, 0.0], [0.0, 0.0, 0.0], [0.0, 0.0, 0.0], [0.0, 0.0, 0.0], [0.0, 0.0, 0.0], [0.0, 0.0, 0.0], [0.0, 0.0, 0.0], [0.0, 0.0, 0.0], [0.0, 0.0, 0.0], [0.0, 0.1, -0.1], [0.0, 0.0, 0.0], [0.0, 0.0, 0.0], [0.0, 0.0, 0.0], [0.2, 0.0, 0.1], [0.0, 0.0, 0.0], [0.1, 0.0, -0.1], [0.0, 0.0, 0.0], [0.0, 0.0, 0.1], [0.0, 0.0, -0.1], [0.1, 0.0, 0.1], [0.0, 0.0, 0.0], [0.0, 0.0, 0.0], [0.0, 0.0, 0.0], [0.0, 0.0, 0.0], [-0.1, 0.0, 0.1], [0.1, -0.1, -0.1], [0.0, 0.0, 0.0], [0.0, 0.1, 0.0], [0.0, 0.0, 0.0], [0.1, 0.0, -0.1], [0.0, 0.0, 0.0], [0.0, 0.0, 0.0], [-0.1, 0.0, 0.0], [0.0, -0.1, 0.0], [0.0, 0.0, 0.0], [0.1, 0.0, 0.0], [0.0, 0.1, 0.0], [-0.1, 0.0, 0.1], [0.3, -0.1, 0.0], [0.0, -0.1, -0.3], [0.0, 0.0, 0.0], [0.0, 0.0, 0.0], [0.0, 0.0, 0.0], [0.0, 0.0, 0.0]],
  "lowdin_charge": [0.7600, 1.1163, -0.2277, -0.3314, -0.0830, 0.0155, -0.0112, -0.0727, 0.0755, -0.1065, -0.1139, 0.0822, -0.0934, -0.0166, 0.0159, -0.0816, -0.3316, -0.2279, 0.1199, 0.1124, 0.0939, 0.1070, 0.1112, 0.1196, 0.6722, -0.6163, -0.1803, -0.6410, 0.8979, -0.4090, -0.2245, -0.1258, 0.1077, -0.1218, -0.0435, -0.0255, -0.1709, 0.0915, 0.0918, 0.1038, 0.0885, -0.0830, -0.1678, 0.0958, 0.0863, 0.0744, 0.0847, 0.7290, -0.6900, -0.1192, -0.0089, -0.1302, -0.0117, -0.1206, -0.6182, -0.0492, -0.0378, 0.1006, 0.1206, 0.1186, 0.0998],
  "relative_energy_kj_mol": 22.1,
  "e_lumo_ev": [-1.068, -1.068],
  "multiplicity": 2,
  "homo_ev": [-7.15, -7.18],
  "s2": 1.172,
  "energy_ev": -233339.98139,
  "homo_lumo_gap_ev": [6.1, 6.1]
}